Record 1
The following is a DFT calculation (ωB97M-V/def2-TZVPD) of the molecule C4H8O2.

Each line ends with the Löwdin charge.
Positions of all 14 atoms, in Å:
O1 -1.576 -0.046 -0.857  -0.15
O2 -0.110 1.259 0.408  -0.09
C1 -1.286 -1.081 -1.583  0.04
C2 0.444 -0.953 1.331  -0.07
C3 -0.728 1.145 -0.802  -0.23
C4 0.939 0.320 0.660  -0.24
H1 -0.047 -0.713 2.278  0.08
H2 -0.022 1.055 -1.645  0.13
H3 -1.401 1.995 -0.918  0.14
H4 -0.342 -0.812 -2.152  0.01
H5 -0.266 -1.501 0.709  0.05
H6 1.466 0.101 -0.281  0.12
H7 1.637 0.844 1.318  0.12
H8 1.294 -1.613 1.537  0.08

Output
Charge: 0
F_max: 0.5 eV/Å
HOMO energy: -8.68 eV

Record 2
The following is a DFT calculation (ωB97M-V/def2-TZVPD) of a cluster of 2 separate species, C7H11N2O2 in total at a distorted geometry.

Each line ends with the Löwdin charge.
Positions of all 22 atoms, in Å:
O1 2.510 2.530 -2.419  -0.11
O2 4.061 0.870 -2.328  -0.12
N1 -1.725 -0.390 2.112  0.08
N2 0.307 -1.070 2.514  0.03
C1 1.930 0.431 -1.462  -0.07
C2 -0.925 -0.053 1.012  -0.29
C3 2.908 1.364 -2.206  -0.80
C4 -2.343 -0.528 -1.009  -0.10
C5 -1.610 0.533 -0.168  -0.22
C6 -0.983 -1.008 2.989  -0.21
C7 0.335 -0.521 1.273  -0.06
H1 -0.866 0.978 -0.858  0.10
H2 -1.773 -1.462 -0.995  0.08
H3 -1.251 -1.099 4.033  0.10
H4 1.253 -0.290 0.704  0.09
H5 1.834 0.801 -0.453  0.03
H6 1.085 -1.492 2.979  0.13
H7 -3.291 -0.734 -0.485  0.06
H8 0.976 0.323 -1.984  0.06
H9 -2.252 1.379 0.050  0.10
H10 -2.627 -0.039 -1.935  0.06
H11 2.448 -0.522 -1.364  0.06

Output
Charge: -1
F_max: 2.2 eV/Å
HOMO energy: -3.96 eV

Record 3
The following is a DFT calculation (ωB97M-V/def2-TZVPD) of a cluster of 15 separate species, C36H78N9O6 in total at a distorted geometry.

Each line ends with the Löwdin charge.
Positions of all 129 atoms, in Å:
O1 -7.607 -1.564 -1.735  -0.04
O2 -1.772 -2.713 3.296  -0.09
O3 -0.038 2.995 4.420  -0.01
O4 -2.493 2.785 3.191  -0.09
O5 6.593 -2.305 -3.927  -0.07
O6 1.789 6.586 1.223  -0.11
N1 -2.804 -2.891 -1.277  0.15
N2 1.920 -2.587 -4.300  0.17
N3 2.849 2.967 1.076  0.14
N4 -0.933 4.159 -2.845  0.12
N5 -0.695 -4.154 -6.515  0.15
N6 1.328 -4.214 0.403  0.14
N7 6.421 3.433 -0.953  0.12
N8 3.851 -1.347 1.053  0.18
N9 -0.402 0.358 0.183  -0.20
C1 -2.970 -0.028 0.734  -0.24
C2 1.557 -2.004 -5.137  -0.27
C3 2.813 3.695 0.181  -0.21
C4 0.439 1.953 5.179  -0.29
C5 5.988 2.474 -0.590  -0.23
C6 -7.305 0.773 -0.716  -0.14
C7 -4.584 3.806 2.630  -0.09
C8 0.960 -0.405 0.121  -0.13
C9 -1.457 -0.474 1.039  -0.05
C10 1.674 -0.062 -1.168  -0.15
C11 -2.078 -2.344 5.713  -0.10
C12 0.912 3.040 -4.521  -0.02
C13 -0.940 -3.956 -5.420  -0.27
C14 1.628 -4.891 -0.538  -0.29
C15 -0.210 3.656 -3.531  -0.21
C16 -1.215 -2.916 4.550  -0.32
C17 1.999 -5.567 -1.746  -0.11
C18 -0.221 1.727 0.718  0.02
C19 -2.518 -3.734 -0.569  -0.24
C20 5.356 1.071 -0.191  -0.03
C21 -3.365 3.712 3.613  -0.41
C22 -2.142 -4.929 0.332  0.01
C23 -6.871 -0.643 -0.910  -0.37
C24 -0.796 0.334 -1.285  -0.08
C25 -0.739 1.013 5.591  -0.04
C26 -3.783 -0.697 1.785  -0.10
C27 -0.136 5.254 0.623  -0.09
C28 5.406 -3.208 -3.621  -0.22
C29 0.999 -1.247 -6.342  -0.04
C30 -1.190 -3.785 -3.976  -0.10
C31 0.462 0.108 -2.111  -0.16
C32 4.819 -2.706 -2.233  -0.09
C33 5.562 -3.297 1.609  -0.06
C34 2.996 4.786 -1.051  0.00
C35 0.538 6.631 0.577  -0.32
C36 4.569 -2.180 1.223  -0.24
H1 3.696 4.166 -1.615  0.04
H2 4.703 0.811 -0.851  -0.02
H3 -0.375 -3.972 -3.418  -0.02
H4 4.702 -1.662 -2.266  0.01
H5 6.820 -2.506 -4.792  0.02
H6 -0.204 7.149 1.261  0.13
H7 1.171 1.382 4.745  0.08
H8 0.587 3.482 4.004  0.05
H9 1.088 2.158 5.912  0.08
H10 3.085 -6.052 -1.701  0.13
H11 -1.127 -0.262 2.072  0.12
H12 1.669 -0.165 0.920  0.10
H13 -6.619 1.481 -0.081  0.08
H14 -0.091 5.158 1.644  0.04
H15 0.708 7.039 -0.440  0.12
H16 1.305 -6.539 -1.726  0.13
H17 -7.557 -2.432 -1.493  0.03
H18 0.751 1.962 -4.769  0.06
H19 -3.973 -1.591 1.394  0.01
H20 -1.454 -2.692 6.572  0.09
H21 6.116 -3.081 2.539  0.07
H22 -3.243 -2.774 5.839  0.14
H23 0.158 -0.469 -6.006  0.13
H24 -4.262 4.083 1.462  0.12
H25 -8.457 0.948 -0.270  0.12
H26 -0.418 -2.253 4.723  0.08
H27 1.899 3.082 -4.309  0.02
H28 0.352 -0.822 -2.613  0.07
H29 2.175 5.047 -1.723  0.06
H30 0.943 -1.448 0.318  0.09
H31 -4.883 2.681 2.480  0.07
H32 5.615 -4.181 -3.452  0.06
H33 0.991 0.793 -2.755  0.08
H34 -2.641 -3.071 3.319  0.07
H35 -1.371 -1.605 0.811  0.13
H36 -2.199 -1.362 5.646  -0.03
H37 5.076 1.056 0.814  0.03
H38 2.103 1.029 -1.180  0.13
H39 6.371 -3.496 0.728  0.12
H40 -5.840 -0.493 -1.234  0.08
H41 4.667 -3.100 -4.389  0.08
H42 0.553 2.222 0.168  0.06
H43 -1.449 -4.388 1.072  0.09
H44 2.003 -5.097 -2.730  0.05
H45 2.346 7.401 1.132  0.12
H46 -3.380 -0.038 -0.297  0.11
H47 -3.035 4.584 3.918  0.07
H48 2.445 -0.840 -1.372  0.11
H49 1.878 -0.937 -6.829  0.05
H50 -1.151 -4.088 4.837  0.16
H51 -1.352 1.161 -1.711  0.13
H52 -1.218 5.239 0.202  0.12
H53 -3.049 1.100 0.913  0.11
H54 -1.854 2.647 4.013  0.11
H55 -2.123 -4.303 -3.420  0.12
H56 0.887 3.712 -5.372  0.07
H57 3.706 -3.289 -2.147  0.10
H58 5.068 -4.272 1.799  0.07
H59 -1.330 -2.722 -3.568  0.08
H60 0.239 1.543 1.663  0.10
H61 -1.301 -0.596 -1.428  0.09
H62 -1.118 2.195 0.685  0.06
H63 -1.462 1.552 6.015  0.02
H64 -3.960 3.432 4.373  0.06
H65 -3.645 -0.759 2.842  0.08
H66 6.265 0.509 -0.156  0.07
H67 -5.477 4.292 3.211  0.10
H68 0.670 -1.762 -7.198  0.04
H69 0.434 4.527 0.139  -0.01
H70 -2.969 -5.129 0.797  0.01
H71 -7.451 1.316 -1.784  0.11
H72 -4.676 0.002 1.490  0.11
H73 -1.519 -5.459 -0.357  0.07
H74 -0.393 0.106 6.206  0.11
H75 -1.228 0.574 4.649  0.09
H76 3.465 5.668 -0.612  0.07
H77 5.532 -2.829 -1.252  0.09
H78 -6.546 -1.200 0.081  0.13

Output
Charge: +1
F_max: 12.3 eV/Å
HOMO energy: -11.63 eV

Record 4
The following is a DFT calculation (ωB97M-V/def2-TZVPD) of a cluster of 2 separate species, C20H18N2O7PS in total at a distorted geometry.

Each line ends with the Löwdin charge.
Positions of all 49 atoms, in Å:
S1 -0.535 2.459 -2.494  1.15
P1 -0.941 -0.518 -0.030  0.73
O1 1.954 -1.463 0.228  0.02
O2 3.703 1.454 -1.722  0.06
O3 -1.380 -0.671 -1.463  -0.39
O4 -0.298 3.782 -6.165  0.04
O5 2.588 0.434 1.301  -0.04
O6 4.126 2.219 -3.732  0.04
O7 -1.950 3.629 -4.701  0.00
N1 -0.756 3.462 -5.047  -0.38
N2 3.329 1.873 -2.838  -0.33
C1 0.959 1.805 -2.060  -0.28
C2 4.774 0.642 2.270  -0.09
C3 -4.495 1.331 0.734  -0.10
C4 -1.571 -4.531 0.351  -0.09
C5 -4.688 1.217 2.114  -0.11
C6 0.108 2.867 -4.085  -0.44
C7 -3.328 0.841 0.145  -0.08
C8 1.424 2.556 -4.269  0.01
C9 -1.533 -3.201 -0.068  -0.07
C10 -0.419 -3.898 2.386  -0.09
C11 1.735 -0.292 0.535  -0.60
C12 0.544 0.479 0.123  -0.23
C13 -2.551 0.073 2.300  -0.07
C14 -1.005 -4.879 1.581  -0.11
C15 -2.334 0.222 0.919  -0.25
C16 3.825 -0.276 1.554  -0.24
C17 -0.379 -2.565 1.953  -0.09
C18 1.927 1.975 -3.086  -0.22
C19 -0.910 -2.204 0.703  -0.25
C20 -3.712 0.588 2.894  -0.10
H1 -1.025 -5.914 1.911  0.09
H2 4.382 1.000 3.218  0.07
H3 4.261 -0.577 0.591  0.12
H4 5.700 0.115 2.483  0.07
H5 0.017 -4.155 3.354  0.10
H6 -5.596 1.604 2.575  0.09
H7 1.142 1.291 -1.080  0.00
H8 -3.201 0.893 -0.939  0.09
H9 5.011 1.510 1.659  0.07
H10 0.405 1.452 0.600  0.08
H11 -5.256 1.787 0.105  0.10
H12 1.984 2.759 -5.157  0.13
H13 -1.829 -0.470 2.911  0.09
H14 3.614 -1.160 2.176  0.12
H15 0.073 -1.814 2.604  0.11
H16 -1.992 -2.930 -1.019  0.10
H17 -2.043 -5.276 -0.291  0.10
H18 -3.862 0.479 3.969  0.09

Output
Charge: -1
F_max: 4.0 eV/Å
HOMO energy: -4.50 eV

Record 5
The following is a DFT calculation (ωB97M-V/def2-TZVPD) of a cluster of 2 separate species, C4H7O3 in total at a distorted geometry.

Each line ends with the Löwdin charge.
Positions of all 14 atoms, in Å:
O1 1.616 0.478 -0.272  -0.06
O2 0.131 0.305 1.797  -0.11
O3 -1.100 -1.123 0.570  -0.03
C1 -2.176 0.792 1.507  -0.04
C2 -0.957 -0.112 1.256  -0.74
C3 1.900 -0.496 -2.423  -0.05
C4 1.601 -0.551 -1.116  -0.35
H1 1.042 0.262 0.596  0.05
H2 -3.015 0.155 1.795  0.06
H3 -1.947 1.504 2.293  0.05
H4 1.950 -1.454 -2.927  0.02
H5 -2.404 1.348 0.592  0.07
H6 1.397 -1.514 -0.650  0.10
H7 1.962 0.405 -3.017  0.03

Output
Charge: -1
F_max: 1.0 eV/Å
HOMO energy: -4.47 eV